# 1
C16H20LiN3O7PS as an isolated structure. Source: OMol25; level of theory: ωB97M-V with the def2-TZVPD basis set.

Summary:
**HOMO-LUMO gap**: 1.59 eV
**Total charge**: +1
**2S+1**: 1
**Relative energy (zero: lowest compared OMol25 entry of this formula, charge and spin)**: 1304.2 kJ/mol
**Highest occupied orbital energy**: -6.35 eV

CARTESIAN COORDINATES (ANGSTROEM)
O -0.65468 7.36773 -1.39125
P -2.19502 6.64729 -0.88240
O -2.11685 6.78048 0.88741
C -1.89584 4.74742 -1.18674
C -1.30004 4.31903 -2.67753
C -0.99571 2.70885 -2.92695
C -1.31407 1.67770 -1.64893
C -0.96941 0.08961 -1.86474
C -0.41147 -0.68952 -0.53460
S 0.83839 0.26466 0.48273
C 1.89507 1.40283 -0.56495
N 2.19235 2.83922 -0.14266
N 2.98050 3.53869 -1.06988
C 3.23997 2.52476 -2.20353
O 2.55450 1.23233 -1.87017
C -1.92689 2.28271 -0.25373
N -2.19728 3.77858 -0.06116
H 0.06386 6.75150 -1.00894
H -1.34877 6.17714 1.16874
H -1.08165 5.10706 -3.52577
H -0.56723 2.27603 -3.93436
H -0.24213 -0.12492 -2.78576
H -1.99634 -0.44124 -2.15588
H -0.04337 -1.78751 -0.82383
H -1.35914 -0.86468 0.17008
H 3.87365 2.75177 -3.18848
H -2.11810 1.49380 0.62152
H -2.56600 4.05080 0.88778
C 3.67774 1.03221 3.03957
O 4.69145 0.65745 2.47055
O 2.82884 1.79063 2.55712
O 3.34395 0.71108 4.18590
C 0.29800 -3.48540 1.87972
C -0.24427 -3.90626 3.09364
C -0.60194 -5.24222 3.27274
C -0.40792 -6.16021 2.24019
C 0.13786 -5.74003 1.02756
C 0.48689 -4.40216 0.84526
H 0.57345 -2.44346 1.73933
H -0.38903 -3.19225 3.90056
H -1.03066 -5.56849 4.21639
H -0.68204 -7.20235 2.38128
H 0.29050 -6.45587 0.22356
H 0.90693 -4.07409 -0.10148
O -1.01811 -5.27427 -2.31911
H -0.89755 -6.11377 -2.83169
H -0.88643 -5.42088 -1.34785
H -1.89800 -4.85859 -2.50658
Li 0.48205 -1.55317 4.51730

***

# 2
C19H14F6FeN6O7PSTe4 as an isolated structure. Source: OMol25; level of theory: ωB97M-V with the def2-TZVPD basis set.

Summary:
**<S²>**: 6.067
**HOMO-LUMO gap (alpha / beta)**: 6.33 / 5.25 eV
**Total charge**: -1
**2S+1**: 5
**Relative energy (zero: lowest compared OMol25 entry of this formula, charge and spin)**: 148.2 kJ/mol
**Highest occupied orbital energy (alpha / beta)**: -5.10 / -5.10 eV

CARTESIAN COORDINATES (ANGSTROEM)
Fe -0.15521 -0.47359 -0.22575
Te 1.77102 -1.00729 2.93828
Te 3.41560 -2.01987 4.58693
Te 2.30850 -4.08003 0.33881
Te 2.24565 -1.69765 -0.72332
F 0.38753 1.22263 -1.29942
P 1.64291 2.06173 -2.09755
F 0.53800 2.49374 -3.18288
F 2.79357 2.84760 -2.85280
F 1.92539 0.70786 -2.93179
F 2.63348 1.55990 -0.94335
F 1.26058 3.35581 -1.20579
O -6.15141 -2.77074 3.29319
C -6.25645 -1.37898 3.08903
N -5.29493 -0.89099 2.13044
C -5.64539 -0.34355 0.94574
O -6.79632 -0.20711 0.56664
C -4.50402 0.08530 0.05898
C -4.78722 0.92679 -1.00676
C -3.75465 1.35697 -1.81771
C -2.46738 0.92858 -1.55154
N -2.18634 0.10054 -0.53745
C -3.18790 -0.30522 0.24913
H -5.35657 -2.94797 3.80682
H -6.12348 -0.84076 4.03095
H -7.24606 -1.18346 2.68885
H -4.32612 -0.88321 2.42329
H -5.81484 1.22274 -1.17044
H -3.93159 2.02515 -2.64867
H -1.62982 1.24976 -2.15196
H -2.90764 -0.97712 1.04972
O -1.16195 -3.04381 0.83242
C -0.71718 -2.08493 0.44326
O 3.79007 -1.79421 -3.78312
S 2.55348 -2.48977 -3.95477
O 2.56455 -3.90720 -4.14054
N 1.50698 -2.08125 -2.70594
C 0.37838 -1.45719 -3.13478
O -0.52397 -1.06013 -2.40590
C 0.37438 -1.28476 -4.61187
C -0.60736 -0.68036 -5.37499
C -0.38941 -0.56776 -6.74034
C 0.78238 -1.04958 -7.31950
C 1.76656 -1.65745 -6.55043
C 1.53225 -1.75380 -5.19428
H -1.50428 -0.30169 -4.90376
H -1.13396 -0.09286 -7.36542
H 0.93109 -0.94311 -8.38605
H 2.68045 -2.03025 -6.99199
N -0.60789 3.04575 1.22831
C -0.81249 1.82063 1.74347
O -0.09349 0.86145 1.33182
C -1.83185 1.63319 2.71593
C -2.63477 2.71688 3.13909
N -3.29300 3.61899 3.43581
C -2.08924 0.33960 3.19573
N -2.35294 -0.72431 3.57135
H 0.12405 3.16443 0.54414
H -1.10840 3.84418 1.57737

***

# 3
C22H42NP3SSeW as an isolated structure. Source: OMol25; level of theory: ωB97M-V with the def2-TZVPD basis set.

Summary:
**<S²>**: 2.353
**HOMO-LUMO gap (alpha / beta)**: 5.34 / 3.75 eV
**Total charge**: +4
**2S+1**: 3
**Relative energy (zero: lowest compared OMol25 entry of this formula, charge and spin)**: 0.0 kJ/mol
**Highest occupied orbital energy (alpha / beta)**: -18.64 / -18.78 eV

CARTESIAN COORDINATES (ANGSTROEM)
W -0.00151 0.23198 0.03618
P 0.27312 2.15805 1.48567
P -2.42811 0.43855 -0.33655
P 2.37823 -0.24190 -0.34121
H -1.46577 -3.25992 -8.70763
C -0.60322 -3.89358 -8.47135
C -0.76433 -5.14865 -8.02796
H -1.76065 -5.58549 -7.89205
C 0.38206 3.76394 0.60861
C -1.07647 2.42353 2.69246
C 1.73670 2.16700 2.57952
C -3.00317 -0.72466 -1.62251
C -3.56853 0.11950 1.03921
C -2.97468 2.05239 -1.00042
C 2.60174 -1.52892 -1.61723
C 3.33131 -0.87628 1.06154
C 3.38275 1.13534 -1.00129
H 0.38748 -3.51983 -8.75637
H 0.08601 -5.83381 -7.92719
H 0.40955 4.58354 1.34880
H -0.48799 3.89477 -0.05143
H 1.29871 3.78946 0.00003
H -0.82403 3.28826 3.33012
H -1.19821 1.53658 3.33065
H -2.02460 2.62713 2.17349
H 1.73458 3.09303 3.17995
H 2.66480 2.12540 1.99172
H 1.70285 1.30420 3.26143
H -4.10146 -0.72536 -1.62682
H -2.64027 -1.73474 -1.40506
H -2.63212 -0.42446 -2.60921
H -4.50160 0.67279 0.86348
H -3.14752 0.43819 1.99848
H -3.79929 -0.95229 1.08809
H -4.07133 2.03507 -1.07134
H -2.54624 2.21929 -1.99763
H -2.67285 2.87617 -0.34142
H 3.67173 -1.77298 -1.68042
H 2.24264 -1.17530 -2.59214
H 2.03647 -2.42676 -1.34248
H 4.37473 -1.00778 0.74076
H 2.92785 -1.84391 1.38346
H 3.30263 -0.17925 1.90736
H 4.43638 0.82238 -0.99269
H 3.27260 2.03954 -0.39055
H 3.07843 1.36592 -2.03016
C 0.09660 -0.11611 -3.94366
C -0.27947 -1.45372 -3.98053
C -0.32852 -2.09785 -5.22526
C 0.01801 -1.39833 -6.38425
C 0.42069 -0.05981 -6.32424
C 0.45603 0.59327 -5.09090
Se 0.10311 1.02655 -2.25550
H -0.12347 -0.81932 -1.32354
H -0.53357 -1.99485 -3.06868
H -0.63837 -3.13583 -5.28055
H -0.03567 -1.91378 -7.34094
H 0.70035 0.47974 -7.23068
H 0.75288 1.64076 -5.00700
S -0.27841 -1.70715 1.35639
C -0.43637 -1.27875 3.07721
N -1.71069 -1.25431 3.59034
C -1.98261 -0.71061 4.82189
C -0.93730 -0.28688 5.61305
C 0.38373 -0.43833 5.17238
C 0.63020 -0.97177 3.90362
H -2.47334 -1.58715 2.99991
H -3.03623 -0.67588 5.10488
H -1.15081 0.14636 6.59006
H 1.21445 -0.14216 5.81305
H 1.62916 -1.15995 3.51805

***

# 4
An isolated ion of composition C4H6N3 and charge +1. Source: OMol25; level of theory: ωB97M-V with the def2-TZVPD basis set.

Summary:
**HOMO-LUMO gap**: 9.35 eV
**Total charge**: +1
**SMILES**: C/C=[N+]1/C=NC=N1
**2S+1**: 1
**Relative energy (zero: lowest compared OMol25 entry of this formula, charge and spin)**: 313.4 kJ/mol
**Highest occupied orbital energy**: -15.50 eV

CARTESIAN COORDINATES (ANGSTROEM)
C 0.87429 0.09305 1.87430
C 1.03524 0.47498 0.46577
N -0.01418 0.22452 -0.34104
C -0.34388 0.44088 -2.04447
N -1.41283 -0.14639 -2.17872
C -1.78287 -0.81348 -0.99964
N -1.02773 -0.54682 0.02511
H 1.61510 0.68015 2.50380
H 1.53546 -0.86296 2.06892
H -0.05530 -0.04221 2.21538
H 1.93743 1.09228 0.12392
H 0.31273 0.91010 -2.68102
H -2.67347 -1.50408 -1.03230

***

# 5
C5H28N2O9 as an isolated structure. Source: OMol25; level of theory: ωB97M-V with the def2-TZVPD basis set.

Summary:
**<S²>**: 0.758
**HOMO-LUMO gap (alpha / beta)**: 9.50 / 5.42 eV
**Total charge**: +3
**2S+1**: 2
**Relative energy (zero: lowest compared OMol25 entry of this formula, charge and spin)**: 0.0 kJ/mol
**Highest occupied orbital energy (alpha / beta)**: -20.58 / -20.58 eV

CARTESIAN COORDINATES (ANGSTROEM)
O 0.46613 0.68307 -3.19441
C 0.62384 -0.24261 -2.47307
C 0.76347 -0.04375 -0.93018
C 1.63911 -1.13262 -0.31975
C 1.02430 -1.76610 0.92248
C -1.22127 -2.60883 1.26717
N -0.18071 -2.55035 0.55449
N 1.28795 1.34582 -0.59158
H 0.68826 -1.28824 -2.84985
H -0.24272 -0.05982 -0.52368
H 1.81854 -1.94011 -1.01824
H 2.61595 -0.73793 -0.04693
H 0.79661 -1.02213 1.67714
H 1.74946 -2.45176 1.36355
H -2.04254 -3.23602 0.96192
H -1.29436 -2.05903 2.18980
H -0.12358 -3.02259 -0.36840
H 0.99144 1.63001 0.36431
H 0.86838 2.06706 -1.19738
H 2.30917 1.37670 -0.66773
H -1.51502 2.20339 1.26869
H -1.65693 2.24157 -0.32132
O -1.55414 1.64865 0.46671
H 1.84273 3.15417 1.18717
H 0.40875 2.85709 1.71473
O 1.08429 2.54852 1.07240
H -2.40073 -1.55417 -2.60619
H -2.18408 -1.11170 -1.10324
O -1.72038 -1.42629 -1.92437
H -1.60428 2.90694 -2.68040
H -1.53292 4.17511 -1.85475
O -1.36091 3.23638 -1.80812
H -3.62486 -0.70779 0.74521
H -2.34811 0.19145 0.57268
O -2.68584 -0.73117 0.53169
H 3.99723 -0.57555 2.21970
H 3.01776 0.51943 2.72371
O 3.13370 -0.17840 2.06815
H 0.09799 -4.11327 -2.47811
H 1.16532 -4.76260 -1.62362
O 0.65139 -3.96640 -1.73039
H -1.20929 3.01232 3.43324
H -1.41730 4.20025 2.49284
O -1.12181 3.29128 2.51392

***

# 6
C5H6O in the gas phase. Source: OMol25; level of theory: ωB97M-V with the def2-TZVPD basis set.

Summary:
**HOMO-LUMO gap (alpha / beta)**: 7.98 / 7.22 eV
**Total charge**: 0
**2S+1**: 1
**Relative energy (zero: lowest compared OMol25 entry of this formula, charge and spin)**: 328.0 kJ/mol
**Highest occupied orbital energy (alpha / beta)**: -7.82 / -7.56 eV

CARTESIAN COORDINATES (ANGSTROEM)
O 2.38797 -0.75720 0.28718
C 1.26123 -0.30736 0.11052
C 0.00936 -1.19521 -0.14582
C -1.15602 -0.27934 -0.21924
C -0.65860 1.03722 -0.11936
C 0.79735 1.05082 0.04712
H -0.07082 -2.04960 0.53415
H 0.15792 -1.60894 -1.15817
H -2.19777 -0.55037 -0.34006
H -0.58778 0.82396 1.02214
H -1.26101 1.92532 -0.29514
H 1.37063 1.93569 0.28674

***

# 7
C52H50Br2ClN6OP2V as an isolated structure. Source: OMol25; level of theory: ωB97M-V with the def2-TZVPD basis set.

Summary:
**<S²>**: 3.797
**HOMO-LUMO gap (alpha / beta)**: 2.96 / 5.83 eV
**Total charge**: -1
**2S+1**: 4
**Highest occupied orbital energy (alpha / beta)**: -1.70 / -4.57 eV

CARTESIAN COORDINATES (ANGSTROEM)
V 0.59810 0.17400 1.31560
C 2.93920 2.92130 3.56400
C 1.84030 2.31570 2.96060
N 1.86570 1.07360 2.49180
C 2.98770 0.34590 2.69510
C 4.16760 0.88610 3.26120
C 4.12560 2.23460 3.67660
C 5.29390 0.05570 3.37260
C 5.22550 -1.25220 2.95150
C 4.06060 -1.80160 2.42670
C 2.90850 -1.02100 2.29240
N 1.68690 -1.32680 1.78100
C 1.17490 -2.56800 1.58000
C 1.63730 -3.83450 1.95310
C 0.86480 -4.96800 1.71920
C -0.40110 -4.90000 1.18660
C -0.94780 -3.64540 0.86410
C -2.29200 -3.43940 0.48790
C -2.72920 -2.14940 0.28970
C -1.83040 -1.09080 0.37730
N -0.55750 -1.24980 0.71150
C -0.12950 -2.49720 1.00250
H 2.85730 3.94110 3.91060
H 0.92290 2.87610 2.82610
H 5.01270 2.70560 4.07430
H 6.20700 0.46540 3.77750
H 6.10510 -1.87670 3.02690
H 4.09830 -2.81300 2.05850
H 2.57070 -3.96170 2.47280
H 1.26590 -5.93150 2.00190
H -0.98860 -5.79540 1.05100
H -2.96140 -4.28350 0.39120
H -3.76670 -1.95200 0.06180
H -2.14860 -0.07630 0.18150
Br -0.75450 4.73150 0.17330
C -1.75220 3.55020 1.29640
C -2.90390 4.01660 1.89540
C -3.58740 3.20560 2.78120
Br -5.21240 3.86970 3.52900
C -3.09910 1.94690 3.16750
C -3.67990 1.08660 4.11790
C -3.05660 -0.11230 4.40480
C -1.85460 -0.43390 3.78510
N -1.27750 0.35560 2.88980
C -1.89510 1.49880 2.55850
C -1.24440 2.25370 1.52350
O -0.27370 1.72910 0.88840
H -3.26900 5.00690 1.66920
H -4.59650 1.37290 4.61270
H -3.49490 -0.79670 5.11530
H -1.33350 -1.35540 4.01420
C -1.50920 2.63120 -2.55510
P -1.99790 0.86550 -2.31870
C -1.63510 0.32930 -4.03200
N -2.13530 1.00550 -5.04370
C -1.81160 0.59420 -6.28710
C -2.35540 1.25530 -7.40070
C -2.01550 0.84840 -8.66720
C -1.14060 -0.22550 -8.85610
C -0.59650 -0.89210 -7.78450
C -0.91570 -0.49350 -6.47650
N -0.38810 -1.15090 -5.41770
C -0.75670 -0.75770 -4.21620
P -0.16990 -1.57450 -2.67990
C -1.42200 -2.94350 -2.73800
C 1.36690 -2.53250 -3.24830
C 2.37410 -1.49290 -3.73790
C 1.12640 -3.57760 -4.33360
C 1.91250 -3.22160 -1.99480
C -3.89950 1.04720 -2.38780
C -4.33350 1.47680 -0.98280
C -4.47540 -0.33360 -2.69850
C -4.41120 2.05980 -3.40820
H -1.67950 2.94290 -3.58340
H -0.45170 2.72320 -2.31120
H -2.07310 3.26300 -1.87510
H -3.05040 2.06370 -7.22810
H -2.43020 1.35750 -9.52680
H -0.90000 -0.53650 -9.86300
H 0.06810 -1.73270 -7.91830
H -1.58480 -3.30210 -3.75220
H -2.35630 -2.56350 -2.33420
H -1.08270 -3.75680 -2.10040
H 2.06510 -1.09150 -4.69970
H 3.36400 -1.93570 -3.84280
H 2.45100 -0.66860 -3.03140
H 0.64140 -3.12120 -5.19120
H 0.51170 -4.39560 -3.96570
H 2.08020 -3.99880 -4.65190
H 2.07470 -2.50390 -1.19260
H 2.86280 -3.70840 -2.21350
H 1.22360 -3.98150 -1.62730
H -4.14360 0.69290 -0.25100
H -5.40000 1.70110 -0.96780
H -3.80180 2.37310 -0.66400
H -4.00690 -1.08840 -2.07070
H -4.29720 -0.59950 -3.73800
H -5.54920 -0.35590 -2.51380
H -4.18750 3.07600 -3.09460
H -5.49370 1.96650 -3.50680
H -3.95180 1.88300 -4.37750
Cl 4.43130 -0.74940 -0.53620
C 4.12440 0.91400 -0.16030
C 5.19900 1.70900 0.19190
C 4.98620 3.03550 0.52380
C 3.70370 3.56050 0.44380
C 2.65060 2.76120 0.05710
C 2.80880 1.39270 -0.21460
C 1.66130 0.54390 -0.49590
H 6.19330 1.28700 0.20900
H 5.81650 3.64900 0.83990
H 3.52900 4.60040 0.68360
H 1.65420 3.16940 -0.00280
H 1.94740 -0.38920 -0.97420
H 0.92230 1.05370 -1.11400

***

# 8
A 8-piece molecular cluster, C16H48O8 overall. Source: OMol25; level of theory: ωB97M-V with the def2-TZVPD basis set.

Summary:
**HOMO-LUMO gap**: 9.91 eV
**Total charge**: 0
**SMILES**: CCO.CCO.CCO.CCO.CCO.CCO.CCO.CCO
**2S+1**: 1
**Relative energy (zero: lowest compared OMol25 entry of this formula, charge and spin)**: 192.3 kJ/mol
**Highest occupied orbital energy**: -9.46 eV

CARTESIAN COORDINATES (ANGSTROEM)
C -5.25667 1.80609 0.52000
C -6.54903 1.77821 1.30381
O -6.40411 2.46625 2.55848
H -5.28638 1.38218 -0.48319
H -4.38595 1.40211 1.04645
H -4.99090 2.86165 0.38097
H -6.93574 0.77291 1.49027
H -7.29455 2.33081 0.73282
H -5.73197 1.97114 3.03663
C -1.52654 -2.44160 5.00792
C -1.35009 -1.43966 3.89037
O -1.93659 -0.18250 4.19656
H -2.58034 -2.64089 5.20435
H -1.14323 -1.99269 5.93369
H -0.95439 -3.35305 4.84976
H -1.71204 -1.78599 2.92100
H -0.27664 -1.30552 3.67564
H -1.71985 0.04102 5.10604
C -4.06735 -3.39959 -0.08084
C -3.74767 -1.94326 -0.31544
O -2.37645 -1.77032 -0.62949
H -3.64602 -3.74158 0.86500
H -3.68412 -4.04324 -0.87307
H -5.14954 -3.53916 -0.02467
H -3.94681 -1.38619 0.60979
H -4.38777 -1.47422 -1.06941
H -2.00035 -1.04878 -0.09638
C -1.94696 -3.17411 -3.90943
C -1.45023 -1.72933 -4.01122
O -0.82978 -1.28485 -2.80007
H -1.22641 -3.87594 -4.33544
H -2.89868 -3.33878 -4.41510
H -2.05809 -3.48542 -2.86844
H -2.25650 -1.02771 -4.24910
H -0.73348 -1.66659 -4.83037
H -1.40980 -1.56829 -2.06623
C 0.96903 0.81854 1.13456
C -0.20102 0.62482 0.20013
O -1.38424 0.23592 0.91911
H 0.81970 1.65926 1.81853
H 1.85133 1.13214 0.56459
H 1.21989 -0.08521 1.68399
H 0.05157 -0.12167 -0.55100
H -0.40080 1.55755 -0.33493
H -1.63862 0.96104 1.49723
C 3.93532 -1.30888 -3.92530
C 2.60659 -1.66763 -3.30157
O 1.82381 -0.50263 -3.13644
H 4.51844 -0.59283 -3.35384
H 3.72586 -0.86815 -4.90691
H 4.49311 -2.22216 -4.13910
H 2.75831 -2.15888 -2.32826
H 2.09645 -2.40278 -3.93653
H 0.90256 -0.78861 -3.02087
C 5.43335 1.29416 3.19906
C 5.25580 1.39000 1.68745
O 5.78616 0.19802 1.10712
H 5.15311 0.29005 3.51988
H 4.86805 2.06435 3.71678
H 6.49535 1.38785 3.43989
H 5.77339 2.27858 1.32204
H 4.17715 1.39288 1.48907
H 5.79477 0.30303 0.15140
C 3.21993 3.62303 -1.28218
C 4.39314 4.53141 -1.03774
O 5.58112 3.85839 -1.43979
H 3.22151 3.21580 -2.29183
H 2.28555 4.17355 -1.14411
H 3.19414 2.80552 -0.56046
H 4.47897 4.77838 0.02756
H 4.29141 5.47931 -1.57540
H 6.30086 4.49273 -1.48377